Record 1
A 2-piece molecular cluster, C4H8O2 overall in a non-equilibrium geometry, computed with ωB97M-V with the def2-TZVPD basis set.

CARTESIAN COORDINATES (ANGSTROEM)
O  -1.7913  -1.3773  -0.2915
C  -0.7864  -0.4959  -0.2359
C  0.2299  -0.2176  -1.0629
C  0.7876  0.8216  -0.1089
O  0.7742  2.1623  -0.5463
C  -0.4286  0.5203  0.8079
H  -2.2083  -1.4748  0.5749
H  0.5223  -0.5929  -2.0356
H  1.7548  0.5863  0.3697
H  1.4896  2.2600  -1.1854
H  -1.1465  1.3373  0.7692
H  -0.2274  0.2191  1.8469
H  0.3905  -2.0631  0.8612
H  0.6395  -1.6853  0.2366

Summary:
* frontier orbital gap: 0.350 Ha
* HOMO level: -0.32078 Ha
* LUMO: 0.0294 hartree
* relative energy (zero: lowest compared OMol25 entry of this formula, charge and spin): 88.2 kcal/mol
* structure (SMILES): OC1=C[C@@H](O)C1.[H][H]

natural (NBO) population analysis, charges in e, atoms 1 to 8: -0.66 0.39 -0.37 0.10 -0.71 -0.48 0.49 0.22

***

Record 2
C52H48GaIN3O3P2S2 as an isolated structure in a non-equilibrium geometry, computed with ωB97M-V with the def2-TZVPD basis set.

CARTESIAN COORDINATES (ANGSTROEM)
Ga  0.4727  1.7332  -2.2475
O  3.6095  0.1003  -0.4149
S  2.8469  -0.2697  0.9599
C  2.8822  1.2521  1.9212
C  3.7626  1.3252  3.0027
C  4.0156  2.5263  3.6147
C  3.3955  3.6493  3.0987
C  2.4413  3.6040  2.0916
C  2.0553  2.3193  1.5423
P  0.6415  2.1445  0.3896
C  -0.5208  1.2228  1.4564
C  -1.3025  0.2475  0.7711
C  -2.0981  -0.6284  1.4415
C  -2.2778  -0.4959  2.8335
C  -1.6627  0.6091  3.4633
C  -0.8069  1.5094  2.7958
C  0.0297  3.8689  0.2218
C  0.8714  4.8411  -0.3485
C  0.4273  6.1460  -0.5353
C  -0.8289  6.5091  -0.0451
C  -1.6471  5.5544  0.5480
C  -1.2300  4.2819  0.7072
C  4.1866  -1.3309  1.5070
C  5.4945  -0.8825  1.5004
C  6.4825  -1.7991  1.8264
C  6.1024  -3.0421  2.3672
C  4.7681  -3.4089  2.5653
C  3.7779  -2.5835  2.0441
P  2.0392  -2.9394  2.0151
C  1.7682  -4.1210  3.2901
C  2.2377  -3.9515  4.6112
C  2.1236  -4.9151  5.5999
C  1.5628  -6.1918  5.2441
C  1.1888  -6.3997  3.9009
C  1.2447  -5.3644  2.9564
C  1.9233  -3.7326  0.3999
C  2.8619  -4.6307  -0.1126
C  2.7041  -5.1257  -1.3978
C  1.5769  -4.8087  -2.1324
C  0.6441  -3.8895  -1.6438
C  0.7916  -3.4207  -0.3452
H  4.1770  0.4539  3.4734
H  4.6473  2.6278  4.4637
H  3.7126  4.6162  3.3748
H  1.8519  4.5041  1.8905
H  -1.2138  0.1479  -0.3148
H  -2.5351  -1.5506  0.9665
H  -2.6600  -1.3005  3.4111
H  -1.8058  0.9029  4.4703
H  -0.4328  2.3986  3.3517
H  1.8657  4.6031  -0.6060
H  1.0894  6.9772  -0.8833
H  -1.1248  7.5584  -0.1639
H  -2.6675  5.8190  0.9103
H  -1.8960  3.6285  1.2861
H  5.7581  0.1652  1.2152
H  7.5605  -1.4996  1.7334
H  6.8619  -3.7370  2.6627
H  4.5486  -4.2828  3.0607
H  2.5695  -2.9328  4.9319
H  2.3842  -4.7180  6.6548
H  1.5643  -6.9701  5.9914
H  0.8383  -7.3625  3.6531
H  0.8802  -5.5499  1.9752
H  3.7570  -4.9181  0.4438
H  3.4644  -5.7756  -1.8243
H  1.4718  -5.2946  -3.0342
H  -0.2634  -3.6666  -2.1727
H  0.1057  -2.7068  0.0012
C  -6.2432  3.5446  -0.6300
C  -4.8970  3.6070  -1.3152
C  -4.7922  2.5138  -2.4175
N  -3.4212  1.9718  -2.5575
C  -2.9954  0.7612  -2.9322
S  -1.3599  0.6308  -3.4802
N  -3.9483  -0.3250  -2.9273
C  -4.2637  -1.0585  -1.7058
O  -4.2907  -0.4463  -0.6311
C  -4.5666  -2.5091  -1.8668
C  -4.3167  -3.3142  -0.7129
C  -4.7620  -4.6284  -0.6015
C  -5.5739  -5.0149  -1.6261
C  -5.9005  -4.2453  -2.7609
C  -5.3688  -2.9881  -2.8653
H  -6.3361  4.1745  0.2934
H  -6.4965  2.5002  -0.3733
H  -7.0779  3.9779  -1.2908
H  -4.1158  3.3896  -0.6224
H  -4.7483  4.5897  -1.7102
H  -5.2089  2.8525  -3.4086
H  -5.3216  1.5732  -2.1490
H  -2.6906  2.7186  -2.6287
H  -3.6543  -1.0124  -3.6169
H  -3.6403  -2.9664  0.0330
H  -4.3475  -5.2287  0.2273
H  -6.0858  -6.0296  -1.6005
H  -6.5118  -4.6666  -3.5965
H  -5.7375  -2.3260  -3.6985
O  1.8921  0.4505  -2.3251
H  2.9095  0.1797  -1.1227
H  1.6555  -0.3036  -2.8957
I  4.7206  5.6935  -4.4750
C  2.8745  4.5383  -4.6427
C  1.9711  4.9011  -5.6137
C  0.6658  4.3864  -5.6037
C  0.3681  3.3702  -4.7239
N  1.2771  2.9915  -3.7606
C  2.4781  3.6220  -3.6478
H  2.2862  5.6508  -6.3308
H  -0.1037  4.7222  -6.3471
H  -0.5312  2.7904  -4.8037
H  3.1447  3.3116  -2.9224

Summary:
* frontier orbital gap: 0.158 Ha
* net charge: +3
* HOMO level: -0.50382 Ha
* LUMO: -0.3460 hartree
* relative energy (zero: lowest compared OMol25 entry of this formula, charge and spin): 36.8 kcal/mol

Löwdin population analysis, charges in e, atoms 1 to 8: 0.52 -0.29 1.12 -0.35 -0.05 -0.01 -0.03 -0.02

***

Record 3
CH5N3PdSSbSe4 as an isolated structure, computed with ωB97M-V with the def2-TZVPD basis set.

CARTESIAN COORDINATES (ANGSTROEM)
Pd  -0.9515  -0.5807  0.4085
N  1.3301  -0.2775  -0.0092
N  1.7649  1.0340  -0.1691
C  0.9178  2.0709  0.0736
N  1.5393  3.2879  -0.0453
S  -0.6886  1.9262  0.4742
H  1.7109  -0.7385  0.8083
H  1.4478  -0.8400  -0.8424
H  2.7568  1.2152  -0.1957
H  2.3291  3.3634  -0.6661
H  0.9103  4.0735  -0.0451
Se  -4.0375  -3.7309  1.6676
Sb  -2.5361  -3.0643  -0.1600
Se  -3.4529  -0.8027  0.4646
Se  -0.1844  -3.0999  0.6388
Se  -2.8559  -3.8368  -2.4026

Summary:
* frontier orbital gap (alpha / beta): 0.204 / 0.218 Ha
* net charge: -1
* HOMO level (alpha / beta): -0.13074 / -0.14871 Ha
* LUMO (alpha / beta): 0.0728 / 0.0691 hartree
* multiplicity: 3

natural (NBO) population analysis, charges in e, atoms 1 to 8: 0.33 -0.65 -0.45 0.26 -0.81 -0.13 0.39 0.40

***

Record 4
One molecule with the formula C5H10N2 in a non-equilibrium geometry, computed with ωB97M-V with the def2-TZVPD basis set.

CARTESIAN COORDINATES (ANGSTROEM)
C  2.4913  -0.5467  0.2020
N  1.2518  -0.7718  0.1036
N  0.3348  0.1076  -0.0192
C  0.7148  1.4825  -0.2365
C  -1.0035  -0.2441  0.0597
C  -2.0091  0.6001  0.2334
C  -1.1061  -1.7678  -0.1673
H  3.0997  -1.3143  0.0291
H  2.8926  0.4200  -0.0507
H  1.0113  1.9764  0.6356
H  1.6705  1.6555  -0.7905
H  -0.2112  1.9874  -0.6519
H  -1.7820  1.5944  0.6632
H  -3.0695  0.2767  0.4247
H  -0.8092  -2.0571  -1.1765
H  -2.2553  -2.1353  -0.0974
H  -0.6040  -2.2168  0.7234

Summary:
* frontier orbital gap: 0.333 Ha
* HOMO level: -0.29693 Ha
* LUMO: 0.0365 hartree
* relative energy (zero: lowest compared OMol25 entry of this formula, charge and spin): 74.8 kcal/mol
* structure (SMILES): C=NN(C)C(=C)C

natural (NBO) population analysis, charges in e, atoms 1 to 8: -0.22 -0.18 -0.23 -0.46 0.21 -0.53 -0.64 0.18

***

Record 5
One molecule with the formula C5H14N2 in a non-equilibrium geometry, computed with ωB97M-V with the def2-TZVPD basis set.

CARTESIAN COORDINATES (ANGSTROEM)
C  -1.7316  -1.4337  0.3585
N  -2.1233  -0.0281  0.3455
C  -1.4655  0.8680  -0.5956
C  0.0110  1.2745  -0.3996
C  1.1274  0.3470  -0.9367
C  2.1726  -0.0299  0.0720
N  1.6586  -0.9992  1.0229
H  -2.5551  -2.0886  0.0942
H  -1.4621  -1.7461  1.3710
H  -0.8781  -1.6152  -0.2824
H  -2.1036  0.3749  1.2736
H  -2.0505  1.7800  -0.5784
H  -1.5537  0.4115  -1.5811
H  0.1664  1.5768  0.6413
H  0.0880  2.2367  -0.9198
H  1.5327  0.8105  -1.8318
H  0.6511  -0.5684  -1.3019
H  3.0374  -0.4065  -0.4873
H  2.5434  0.9013  0.5335
H  2.2054  -0.9516  1.8771
H  0.7296  -0.7136  1.3249

Summary:
* frontier orbital gap: 0.351 Ha
* HOMO level: -0.31079 Ha
* LUMO: 0.0404 hartree
* relative energy (zero: lowest compared OMol25 entry of this formula, charge and spin): 25.0 kcal/mol
* structure (SMILES): CNCCCCN

natural (NBO) population analysis, charges in e, atoms 1 to 8: -0.42 -0.64 -0.21 -0.43 -0.41 -0.21 -0.83 0.19

***

Record 6
C35H38F9N4NiPSSi2 as an isolated structure, computed with ωB97M-V with the def2-TZVPD basis set.

CARTESIAN COORDINATES (ANGSTROEM)
Ni  0.5704  1.1872  -0.3032
N  -2.1499  5.3298  1.7966
C  -1.5951  4.3131  1.0660
S  -2.7202  3.7861  -0.2086
N  -0.3973  3.9926  1.3698
N  0.3884  3.1252  0.6470
C  1.6217  3.4825  0.7592
C  2.6733  2.8716  -0.0418
C  4.0010  3.2602  0.1132
C  4.9598  2.7278  -0.7248
C  4.5596  1.8216  -1.6996
C  3.2247  1.4647  -1.7733
N  2.2879  1.9619  -0.9578
H  -3.0360  5.6975  1.5003
H  -1.5134  5.9461  2.2740
H  1.8742  4.3051  1.4233
H  4.2597  3.9768  0.8816
H  5.9977  3.0177  -0.6311
H  5.2673  1.3913  -2.3941
H  2.8918  0.7438  -2.5065
C  -1.9459  2.3775  -3.1230
Si  -3.2289  1.5709  -2.0165
C  -4.9226  2.2851  -2.3675
C  -3.2734  -0.2494  -2.4317
C  -2.7001  1.9482  -0.2107
Si  -3.7202  1.4327  1.3268
C  -5.4608  2.0955  1.1311
C  -3.8922  -0.4057  1.6264
C  -2.9451  2.1089  2.8889
H  -1.8811  1.8488  -4.0768
H  -0.9549  2.3503  -2.6595
H  -2.1879  3.4208  -3.3295
H  -5.1288  2.1995  -3.4377
H  -4.9913  3.3406  -2.0981
H  -5.7108  1.7506  -1.8383
H  -3.4247  -0.3314  -3.5114
H  -4.0938  -0.7809  -1.9452
H  -2.3377  -0.7581  -2.1995
H  -1.6306  1.7092  -0.2310
H  -6.0022  1.5852  0.3343
H  -5.4816  3.1664  0.9272
H  -6.0094  1.9168  2.0595
H  -4.4478  -0.9236  0.8420
H  -4.4602  -0.5201  2.5540
H  -2.9366  -0.9070  1.7723
H  -3.0224  3.1906  2.9837
H  -1.8897  1.8365  2.9597
H  -3.4588  1.6624  3.7445
F  -3.9799  -5.5314  0.1097
C  -2.6790  -5.8061  0.2914
F  -2.5692  -6.4425  1.4744
F  -2.3250  -6.6967  -0.6556
C  -1.8168  -4.5774  0.2445
C  -2.3644  -3.3297  0.0257
C  -1.5285  -2.2167  -0.0090
C  -0.1622  -2.3376  0.1618
C  0.3744  -3.6113  0.3812
C  -0.4416  -4.7212  0.4288
P  0.8728  -0.8059  0.0049
C  1.8881  -0.9239  1.5397
C  3.1348  -0.2955  1.5794
C  3.8652  -0.2333  2.7527
C  3.3485  -0.7914  3.9141
C  2.1081  -1.4111  3.8970
C  1.3855  -1.4765  2.7157
C  4.1114  -0.6766  5.2013
F  3.7986  0.4556  5.8665
F  3.8561  -1.6978  6.0368
F  5.4416  -0.6487  5.0012
C  2.0056  -1.5341  -1.2802
C  1.5716  -1.3810  -2.5996
C  2.3178  -1.8560  -3.6614
C  3.5358  -2.4809  -3.4130
C  3.9834  -2.6444  -2.1134
C  3.2133  -2.1812  -1.0531
C  4.3797  -2.9258  -4.5725
F  5.3027  -3.8335  -4.2176
F  5.0460  -1.8879  -5.1244
F  3.6387  -3.4694  -5.5540
H  -3.4312  -3.2218  -0.1137
H  -1.9438  -1.2317  -0.1726
H  1.4421  -3.7348  0.5181
H  -0.0232  -5.7046  0.6026
H  3.5429  0.1512  0.6785
H  4.8347  0.2469  2.7672
H  1.7094  -1.8444  4.8044
H  0.4174  -1.9610  2.7151
H  0.6371  -0.8616  -2.7892
H  1.9678  -1.7363  -4.6784
H  4.9280  -3.1370  -1.9264
H  3.5791  -2.3180  -0.0429

Summary:
* frontier orbital gap (alpha / beta): 0.221 / 0.221 Ha
* HOMO level (alpha / beta): -0.24018 / -0.24013 Ha
* LUMO (alpha / beta): -0.0187 / -0.0187 hartree
* relative energy (zero: lowest compared OMol25 entry of this formula, charge and spin): 54.1 kcal/mol

Löwdin population analysis, charges in e, atoms 1 to 8: 0.00 0.06 -0.70 0.90 0.01 0.00 -0.07 -0.26

***

Number 1: DFT total energy -8369.4569 eV. Number 2: DFT total energy -166014.8661 eV. Number 3: DFT total energy -287829.2281 eV. Number 4: DFT total energy -8324.0908 eV. Number 5: DFT total energy -8391.5331 eV. Number 6: DFT total energy -144254.8016 eV.